# 1
100
Properties=species:S:1:pos:R:3:forces:R:3 method="wB97M-V/def2-TZVPD" charge=-1 multiplicity=1 energy_ev=-84114.59447 lumo_ev=-0.436
C -1.841 -1.119 2.976 0.4934 0.0627 -0.1352
O -1.892 -0.366 1.778 -0.0387 -0.2701 0.1433
C -0.680 -0.456 1.028 -0.0833 0.5030 -0.5298
C 0.427 0.480 1.525 -0.2598 0.0007 0.4350
C 1.386 -0.105 2.564 0.1531 -0.3247 -0.2243
C 2.361 -1.211 2.073 -0.2008 0.5512 -0.0099
C 2.529 -1.425 0.568 1.3694 -0.3362 0.3419
O 3.969 -1.223 0.213 0.0447 0.1200 0.6141
C 4.384 -2.283 -0.500 -1.1190 0.3954 -0.3694
O 5.513 -2.562 -0.722 0.9301 0.0082 -0.3699
O 3.301 -2.973 -0.933 0.1502 -0.4913 0.1786
C 2.436 -2.896 0.232 0.0025 -0.1679 -0.1528
C 1.049 -3.538 0.056 -0.7114 -0.4183 0.0535
O 0.346 -3.021 -0.839 0.2488 -0.1438 0.0744
O 0.787 -4.467 0.865 0.2685 0.8610 -0.5587
H -1.166 -1.966 2.822 -0.1610 -0.2405 0.1654
H -2.829 -1.483 3.256 -0.1258 0.0699 -0.1961
H -1.438 -0.507 3.783 -0.0823 -0.0762 0.1490
H -0.365 -1.496 0.919 0.0051 -0.0809 0.1548
H -0.958 -0.119 0.032 -0.0239 -0.1087 -0.0541
H -0.085 1.323 1.991 -0.0222 0.0830 -0.0749
H 0.955 0.898 0.668 0.1530 -0.0758 -0.0303
H 1.974 0.691 3.026 -0.0359 0.1592 -0.1222
H 0.790 -0.525 3.372 -0.0218 0.0143 0.0571
H 3.353 -0.974 2.455 0.0791 -0.0746 -0.0153
H 2.095 -2.168 2.522 -0.1457 -0.0608 -0.0778
H 2.037 -0.729 -0.099 -0.6498 -0.2618 0.0386
H 2.977 -3.453 1.001 -0.1712 0.0209 0.2247
C -4.290 0.965 -1.286 -0.0228 -0.2009 0.0888
C -5.609 1.092 -1.204 0.0033 -0.1043 0.0985
C -6.226 2.169 -0.405 -0.0424 0.0212 -0.0320
O -7.434 2.307 -0.342 0.0205 0.0517 -0.0449
C -5.320 3.099 0.314 0.0417 0.0182 0.0105
C -3.999 2.968 0.240 -0.0500 0.0330 0.0115
C -3.379 1.889 -0.571 0.0250 -0.0864 0.0392
O -2.178 1.773 -0.641 0.0546 0.1929 -0.1066
H -3.814 0.188 -1.871 0.0422 0.0112 0.0114
H -6.290 0.431 -1.725 -0.0200 0.0063 0.0158
H -5.797 3.880 0.894 -0.0325 -0.0246 0.0021
H -3.317 3.631 0.757 0.0330 -0.0283 -0.0065
C -0.874 3.501 5.433 -0.0144 0.0454 0.0214
C -0.614 4.233 6.512 -0.0219 -0.0254 -0.0290
C 0.218 3.700 7.623 0.0134 -0.0062 -0.0186
O 0.447 4.369 8.609 -0.0134 0.0103 -0.0009
C 0.752 2.323 7.480 0.0362 0.0829 -0.0464
C 0.492 1.593 6.399 0.0350 0.0136 0.0267
C -0.343 2.120 5.293 0.0504 -0.0542 -0.0003
O -0.583 1.447 4.315 -0.0810 0.2946 0.1951
H -1.480 3.865 4.612 0.0105 -0.0297 -0.0213
H -0.991 5.240 6.637 0.0182 0.0036 0.0294
H 1.353 1.952 8.297 -0.0236 0.0057 0.0373
H 0.869 0.586 6.275 -0.0103 -0.0031 -0.0234
C -6.811 5.814 -3.970 0.0053 -0.0228 0.0247
C -6.337 4.720 -3.379 -0.0236 0.0238 0.0114
C -5.162 3.998 -3.930 0.0271 -0.0230 -0.0048
O -4.730 3.001 -3.394 -0.0298 0.1726 -0.0818
C -4.536 4.541 -5.162 0.0058 0.0302 -0.0404
C -5.011 5.635 -5.751 0.0152 -0.0310 0.0146
C -6.185 6.359 -5.201 -0.0029 0.0084 -0.0060
O -6.617 7.357 -5.738 -0.0036 0.0050 -0.0029
H -7.666 6.356 -3.589 0.0008 0.0202 -0.0229
H -6.782 4.307 -2.481 0.0158 -0.0366 -0.0044
H -3.681 3.998 -5.543 -0.0011 -0.0236 0.0307
H -4.571 6.049 -6.649 -0.0197 0.0248 0.0001
C 2.442 -3.695 -4.031 -0.0046 -0.0710 0.0011
C 2.183 -2.393 -3.945 -0.0113 0.0974 0.0226
C 2.168 -1.531 -5.150 0.0089 -0.0412 0.0520
O 1.938 -0.340 -5.084 0.0094 0.0055 -0.0362
C 2.456 -2.172 -6.461 -0.1470 -0.0659 0.0992
C 2.712 -3.473 -6.544 -0.0393 0.0240 -0.0221
C 2.724 -4.338 -5.336 -0.0016 0.0274 0.0791
O 2.962 -5.526 -5.428 0.0103 -0.0038 -0.0444
H 2.456 -4.335 -3.158 -0.0058 0.0333 0.0215
H 1.971 -1.913 -2.997 -0.0630 -0.0705 0.0296
H 2.444 -1.525 -7.325 0.0253 0.0419 -0.0127
H 2.926 -3.962 -7.486 0.0121 -0.0207 0.0063
C 7.770 -3.310 -9.348 -0.0397 -0.0025 -0.0092
C 6.465 -3.094 -9.210 0.0351 -0.0232 -0.0180
C 5.953 -2.015 -8.327 -0.0313 -0.0010 0.0677
O 4.765 -1.818 -8.199 0.1308 0.0463 -0.1999
C 6.951 -1.190 -7.602 0.0499 0.0206 0.0100
C 8.256 -1.407 -7.740 -0.0359 0.0127 -0.0001
C 8.769 -2.482 -8.625 0.0131 -0.0009 0.0163
O 9.959 -2.678 -8.757 0.0062 0.0061 -0.0179
H 8.166 -4.090 -9.985 0.0309 0.0032 0.0131
H 5.719 -3.685 -9.726 -0.0247 0.0109 0.0224
H 6.554 -0.413 -6.961 -0.0343 -0.0211 0.0040
H 9.002 -0.819 -7.221 0.0229 -0.0223 -0.0031
C -1.655 -3.172 8.922 0.0350 0.0127 -0.0023
C -0.624 -2.334 8.844 -0.0172 -0.0252 -0.0055
C -0.775 -0.897 9.179 0.0019 -0.0007 -0.0233
O 0.162 -0.129 9.106 0.0114 -0.0818 0.0697
C -2.117 -0.426 9.602 -0.0400 -0.0028 0.0209
C -3.147 -1.263 9.681 0.0225 0.0361 -0.0018
C -2.998 -2.703 9.350 -0.0101 -0.0135 -0.0119
O -3.936 -3.465 9.428 -0.0015 -0.0027 0.0222
H -1.569 -4.223 8.682 -0.0311 -0.0023 -0.0072
H 0.363 -2.653 8.534 0.0076 0.0273 -0.0075
H -2.202 0.627 9.840 0.0335 0.0048 -0.0102
H -4.135 -0.943 9.988 -0.0149 -0.0306 -0.0106

***

# 2
103
Properties=species:S:1:pos:R:3:forces:R:3 method="wB97M-V/def2-TZVPD" multiplicity=1 energy_ev=-254629.18370 lumo_ev=-0.428
Sr -0.037 -0.283 0.238 1.0874 0.2146 -0.2375
Cl -6.811 -0.690 2.741 0.0032 -0.0011 0.0022
C -5.161 -1.118 2.415 -0.0037 -0.0198 0.0058
C -4.462 -0.412 1.451 -0.0151 0.0075 -0.0452
C -3.136 -0.697 1.154 0.0019 0.0343 0.0467
N -2.425 0.161 0.282 0.0555 -0.1050 -0.0428
C -2.918 0.451 -0.937 -0.0063 0.0547 -0.0128
O -3.834 -0.076 -1.553 -0.0205 -0.0055 -0.0061
C -2.137 1.625 -1.575 -0.1056 -0.1240 -0.0094
C -2.206 3.703 -2.174 0.0133 0.0359 -0.0103
C -0.875 4.072 -2.734 -0.0226 0.0048 -0.0170
C 0.140 3.223 -2.901 0.0763 -0.0007 0.0090
C 0.149 1.840 -2.421 -0.2597 0.0503 0.0106
N -0.764 1.171 -1.827 -0.0499 -0.0864 0.0708
C -2.480 -1.751 1.846 -0.0263 0.0368 -0.0025
C -3.202 -2.447 2.817 0.0101 -0.0153 -0.0002
C -4.521 -2.134 3.104 -0.0116 0.0113 0.0105
Cl -5.342 -3.038 4.339 -0.0014 0.0015 -0.0002
N -1.125 -1.996 1.543 -0.1265 -0.0528 -0.1699
C -0.550 -3.174 1.808 -0.0337 0.0883 0.1299
O -1.014 -4.168 2.368 0.0164 -0.0074 0.0251
C 0.905 -3.320 1.330 -0.2689 -0.0153 0.2158
C 1.648 -4.340 1.919 0.0355 -0.0141 -0.0950
C 2.923 -4.594 1.461 -0.0006 -0.0004 -0.0015
C 3.415 -3.839 0.403 -0.0008 -0.0107 -0.0060
C 2.620 -2.832 -0.105 -0.0485 0.0142 -0.1185
N 1.397 -2.549 0.355 -0.1882 -0.1081 0.1232
H -4.958 0.385 0.911 -0.0001 0.0038 -0.0003
H -2.903 4.537 -2.231 -0.0019 -0.0093 0.0035
H -0.750 5.095 -3.074 0.0058 0.0006 -0.0019
H 1.062 3.568 -3.352 0.0056 0.0023 0.0077
H 1.101 1.324 -2.540 0.0052 -0.0005 -0.0067
H -2.727 -3.257 3.346 -0.0016 0.0012 0.0034
H 1.177 -4.919 2.699 0.0047 0.0005 0.0050
H 3.520 -5.384 1.899 0.0014 0.0018 0.0003
H 4.389 -4.028 -0.027 -0.0061 -0.0026 0.0046
H 2.954 -2.222 -0.935 0.0127 -0.0250 0.0041
F 0.778 8.877 -0.724 0.0054 0.0063 -0.0023
C 0.431 7.623 -0.460 -0.0042 -0.0209 0.0014
C -0.896 7.299 -0.252 0.0112 -0.0156 -0.0007
F -1.828 8.245 -0.315 -0.0073 0.0038 0.0063
C -1.236 5.986 0.025 0.0051 0.0232 -0.0068
F -2.530 5.734 0.232 0.0037 0.0180 0.0148
C -0.298 4.965 0.090 -0.0639 0.0057 -0.0084
P -0.802 3.221 0.428 -0.0670 -0.0492 0.0106
C -1.508 3.426 2.110 0.0129 -0.0435 0.0092
C -1.088 4.447 2.962 0.0198 0.0160 -0.0042
C -1.534 4.498 4.276 -0.0056 -0.0012 0.0089
C -2.411 3.536 4.758 0.0059 -0.0016 -0.0038
C -2.825 2.508 3.921 0.0000 -0.0028 0.0125
C -2.363 2.442 2.615 -0.0109 0.0064 0.0050
C -2.229 2.985 -0.776 -0.0488 -0.0148 0.0346
C -2.719 2.363 -2.808 0.0630 0.0392 -0.0079
C -4.197 2.325 -3.021 -0.0010 0.0017 -0.0030
C -5.101 2.691 -2.119 -0.0009 0.0014 0.0037
C -4.791 3.079 -0.749 -0.0114 0.0068 0.0083
C -3.596 3.176 -0.160 -0.0041 0.0094 -0.0011
C 1.036 5.322 -0.117 0.0292 0.0292 -0.0134
Br 2.422 4.049 -0.080 0.0063 -0.0240 -0.0084
C 1.395 6.631 -0.388 -0.0082 0.0113 -0.0032
F 2.666 6.977 -0.591 -0.0035 -0.0092 -0.0006
H -0.412 5.217 2.609 -0.0036 -0.0096 0.0003
H -1.202 5.302 4.921 0.0011 0.0014 0.0033
H -2.768 3.587 5.778 -0.0014 0.0013 0.0034
H -3.505 1.745 4.278 -0.0043 -0.0022 0.0005
H -2.681 1.629 1.975 0.0132 -0.0035 0.0077
H -2.200 2.101 -3.729 -0.0092 0.0018 -0.0029
H -4.528 1.979 -3.992 -0.0038 0.0012 -0.0032
H -6.150 2.639 -2.383 -0.0031 -0.0001 -0.0017
H -5.645 3.297 -0.117 -0.0040 -0.0004 -0.0022
H -3.607 3.482 0.874 -0.0089 0.0077 -0.0010
C 3.683 1.473 4.157 -0.0057 0.0046 0.0289
C 2.693 1.706 3.030 -0.1475 0.1639 0.0558
S 1.355 0.490 3.016 0.0873 -0.0665 -0.0944
O 1.942 -0.829 3.395 0.1089 0.0578 -0.0645
C 0.383 1.108 4.394 -0.0890 -0.1381 0.0622
C -0.588 0.017 4.824 -0.0282 0.0294 -0.0224
H 4.560 2.105 4.014 0.0042 -0.0062 -0.0048
H 3.997 0.429 4.179 0.0059 -0.0014 -0.0103
H 3.260 1.709 5.133 -0.0089 0.0079 -0.0032
H 3.155 1.626 2.046 0.0177 -0.0196 -0.0143
H 2.210 2.685 3.084 0.0033 0.0089 -0.0138
H -0.134 1.989 4.011 0.0238 0.0433 0.0243
H 1.058 1.404 5.199 0.0063 -0.0477 0.0149
H -1.238 -0.284 3.999 -0.0026 0.0030 0.0029
H -1.219 0.380 5.635 0.0074 0.0081 0.0068
H -0.046 -0.864 5.162 -0.0088 -0.0090 0.0043
C 4.940 -0.715 1.645 -0.0142 -0.0415 -0.0074
N 5.272 -0.985 0.256 -0.0342 0.0205 -0.0239
C 6.228 -1.875 -0.185 0.0361 0.0244 -0.0066
C 6.190 -1.864 -1.533 0.0289 -0.0281 0.0047
N 5.208 -0.967 -1.901 -0.0054 0.0290 0.0082
C 4.809 -0.654 -3.261 -0.0054 0.0042 -0.0117
C 4.642 -0.429 -0.799 0.0134 0.0003 0.0384
Se 3.281 0.823 -0.774 -0.0580 -0.0334 0.0567
H 5.693 -1.185 2.273 -0.0096 -0.0159 -0.0005
H 3.953 -1.112 1.892 0.0158 0.0384 0.0033
H 4.949 0.360 1.807 0.0132 0.0176 0.0183
H 6.847 -2.428 0.497 0.0037 -0.0046 -0.0004
H 6.771 -2.403 -2.259 0.0028 -0.0012 0.0000
H 5.541 -1.083 -3.941 -0.0028 -0.0028 -0.0014
H 4.768 0.425 -3.389 0.0054 -0.0040 -0.0010
H 3.823 -1.068 -3.470 -0.0010 0.0047 0.0012

***

# 3
100
Properties=species:S:1:pos:R:3:forces:R:3 method="wB97M-V/def2-TZVPD" multiplicity=1 energy_ev=-128999.26583 lumo_ev=-1.822
Y 0.046 0.527 0.008 -0.7106 -0.3492 0.0633
N 1.111 -1.168 4.108 0.0502 0.1816 0.2148
C 0.428 -1.399 2.850 -0.4448 -0.3946 -0.4632
N -0.040 -0.229 2.178 0.4156 0.2356 0.2866
C -0.688 0.721 3.024 0.2068 0.1879 0.0650
N -1.697 2.693 2.003 -1.6287 1.4681 0.6760
N -1.855 2.349 0.801 1.5102 -0.8073 -0.3052
C -2.912 2.604 0.077 -0.5762 0.3509 0.5776
C -2.906 2.220 -1.284 0.2168 -0.1933 -0.1513
C -4.003 2.550 -2.107 0.0064 -0.1496 -0.0381
C -3.956 2.279 -3.449 0.2276 -0.0122 0.1645
C -2.791 1.714 -3.965 0.0406 0.0236 -0.1261
C -1.776 1.377 -3.094 -0.0844 -0.0013 -0.3124
N -1.818 1.565 -1.772 -0.0678 -0.0211 0.1425
C -0.285 0.732 4.511 -0.2948 -0.1473 -0.1785
C -0.931 2.148 6.009 -0.6050 0.2022 0.4621
C -0.301 1.693 7.279 0.1487 0.0318 0.2493
C 0.501 0.614 7.369 -0.1581 0.3430 0.1822
C 0.964 -0.291 6.350 0.3694 -0.2409 -0.3215
C 0.632 -0.293 5.032 0.3920 0.0608 0.0096
H 1.655 -1.946 4.452 -0.0112 0.1010 0.0300
H 1.178 -1.875 2.213 -0.0850 0.1215 0.0475
H -3.746 3.166 0.485 -0.0188 0.0279 0.0316
H -4.870 3.003 -1.652 -0.0657 0.0927 0.0492
H -4.790 2.511 -4.094 -0.0677 0.0489 -0.0377
H -2.683 1.537 -5.022 0.0840 -0.0866 -0.0982
H -0.880 0.917 -3.486 -0.0233 -0.1099 -0.0031
H -1.523 3.055 6.105 0.0293 0.0061 0.0293
H -0.529 2.246 8.178 0.0176 0.0729 0.1098
H 0.870 0.368 8.355 0.0015 0.0663 0.1266
H 1.626 -1.075 6.692 0.1222 -0.0941 0.0185
C -1.696 -1.795 -2.560 0.1237 0.1264 0.0137
C -0.337 -2.418 -2.731 0.0956 0.1230 -0.0771
C -0.289 -3.753 -3.106 0.0670 -0.0866 -0.0901
C 0.906 -4.373 -3.415 -0.1150 -0.0159 0.0367
C 2.076 -3.642 -3.349 0.0120 0.0356 0.0167
C 2.075 -2.311 -2.953 -0.0177 0.0127 -0.1006
C 3.390 -1.580 -2.941 -0.0228 -0.0607 -0.1331
C 0.857 -1.688 -2.612 0.1100 -0.3973 -0.2017
N 0.858 -0.354 -2.143 -0.1370 0.2588 0.3646
C 1.384 0.528 -3.006 -0.0508 -0.0224 -0.1970
O 1.692 0.330 -4.182 0.0125 0.2215 0.0371
C 1.548 1.920 -2.446 0.1448 0.1476 -0.4184
C 1.946 2.969 -3.268 -0.0852 -0.2999 0.1343
C 1.981 4.249 -2.739 -0.0052 -0.1749 0.1821
C 1.603 4.441 -1.418 -0.0272 -0.1183 0.1190
C 1.232 3.336 -0.659 -0.1145 0.3496 -0.1446
N 1.231 2.105 -1.168 0.4287 0.6447 -0.2909
C 0.612 3.492 0.716 0.2440 0.4185 0.0635
O 0.211 4.610 1.028 0.1001 0.0760 -0.1321
N 0.551 2.342 1.398 0.8086 -0.7218 0.3353
C -0.378 2.255 2.523 -0.7681 -0.9938 -1.6688
C 0.161 2.942 3.694 0.9179 0.0189 0.7556
C 1.015 4.145 3.648 -0.5961 0.3149 0.3506
C 0.186 2.141 4.903 0.5451 0.2550 -0.8877
C -1.568 0.908 5.340 -0.1908 -0.3216 0.0082
C -2.659 0.889 4.337 0.2030 -0.0186 0.0349
C -2.223 0.596 3.111 0.0086 -0.1474 0.2408
C -3.084 0.046 2.014 0.2488 0.0789 0.0672
H -2.417 -2.557 -2.272 -0.0764 0.0255 0.0927
H -2.025 -1.370 -3.509 -0.0416 0.1034 0.0038
H -1.713 -0.990 -1.819 -0.1237 -0.1194 -0.2383
H -1.215 -4.306 -3.190 -0.1064 -0.0443 0.0258
H 0.921 -5.410 -3.718 0.0106 -0.0825 -0.0216
H 3.013 -4.113 -3.613 0.1189 -0.0074 -0.0027
H 4.217 -2.273 -2.780 -0.0245 0.0023 0.0635
H 3.421 -0.793 -2.184 0.0306 -0.0159 -0.0449
H 3.532 -1.091 -3.909 0.0482 0.0220 0.1427
H 2.185 2.740 -4.296 0.0065 0.0226 -0.0060
H 2.274 5.086 -3.357 0.0066 0.0599 0.0015
H 1.555 5.422 -0.969 -0.0370 0.0076 0.0555
H 1.968 3.923 3.155 -0.1058 -0.1814 -0.1018
H 1.231 4.508 4.651 0.0303 -0.0957 0.0847
H 0.539 4.916 3.041 0.0340 -0.0214 -0.0592
H 1.173 2.214 5.369 -0.0201 0.1804 -0.0391
H -1.769 0.123 6.072 0.1055 0.1011 0.0858
H -3.693 0.917 4.641 -0.2041 -0.0382 -0.0171
H -3.457 -0.933 2.326 0.0231 -0.0263 -0.1153
H -2.518 -0.084 1.083 -0.2741 -0.0307 0.1446
H -3.938 0.691 1.815 0.0261 0.0247 -0.0999
Cl -0.782 -2.698 5.693 0.0805 0.0233 0.1746
C -1.222 -3.120 4.086 -0.1580 -0.3445 -0.2753
C -0.696 -2.506 2.948 0.0544 0.1073 -0.0002
C -1.197 -2.953 1.721 -0.1824 0.0365 0.5696
Cl -0.604 -2.302 0.238 0.0659 -0.4274 -0.2675
C -2.165 -3.946 1.615 0.1345 0.1129 0.0389
Cl -2.803 -4.362 0.087 -0.1365 -0.2114 -0.2578
C -2.617 -4.595 2.759 0.1574 0.2624 0.0503
Cl -3.731 -5.883 2.635 -0.1594 -0.1203 0.0068
C -2.144 -4.171 3.995 -0.0548 0.0220 -0.2352
Cl -2.702 -4.951 5.414 -0.1584 -0.1680 0.0741
C 4.031 -3.000 0.818 -0.4071 0.2213 -0.0498
C 2.682 -2.585 0.249 0.1500 -0.5418 -0.0016
O 2.438 -1.179 0.351 0.1210 0.2858 0.0238
H 4.074 -4.086 0.878 0.0797 -0.0895 -0.0516
H 4.157 -2.595 1.819 0.0850 0.0504 0.1302
H 4.842 -2.653 0.183 0.1653 0.0395 -0.0229
H 1.883 -3.078 0.805 0.0719 0.0603 -0.0664
H 2.599 -2.905 -0.794 -0.0766 0.0183 0.2286
H 3.161 -0.744 -0.121 -0.1960 0.0584 0.0580